Here is one molecule with the formula C22H35N3O4 from OMol25. Energies are from wB97M-V/def2-TZVPD.

XYZ file:
```
64
Properties=species:S:1:pos:R:3:forces:R:3:mulliken_charge:R:1
C -9.28745 -1.04196 -2.03120 0.16 0.03 0.39 -1.1184
C -9.25306 -1.20628 -0.51813 -0.29 -0.35 -0.31 -0.2842
O -8.14399 -0.52425 0.06077 0.32 0.14 0.07 -0.4191
C -6.96163 -1.18918 0.02130 -0.17 0.02 0.16 0.8232
O -6.82937 -2.30130 -0.43692 -0.13 -0.31 -0.24 -0.6608
N -5.96224 -0.48206 0.59025 0.06 0.18 0.07 0.1112
C -6.06861 0.89123 1.03084 -0.03 0.40 -0.13 -0.5735
C -5.16830 1.77525 0.15049 -0.23 -0.04 0.19 -0.9703
N -3.79223 1.32647 0.10627 0.06 0.17 -0.03 0.0854
C -3.01569 1.62525 1.29928 -0.02 0.05 -0.06 -0.7139
C -1.54474 1.44937 1.02882 -0.01 0.02 0.05 0.1511
C -0.72521 0.74451 1.90153 -0.01 0.09 -0.11 -0.5810
C 0.62332 0.60614 1.64762 0.26 0.04 -0.14 -0.7204
C 1.18809 1.16744 0.50264 -0.18 -0.10 0.20 0.8127
O 2.52878 0.97181 0.34672 -0.10 -0.07 0.18 -0.2977
C 3.16783 1.52553 -0.77756 0.36 0.25 -0.25 -1.0021
C 4.67559 1.23350 -0.67687 -0.60 -0.43 0.27 -0.2018
O 5.35553 1.93765 -1.68950 0.03 0.26 -0.43 -0.5855
C 4.92743 -0.28059 -0.70039 0.04 0.36 0.20 -0.7680
N 6.16262 -0.64539 -0.04201 -0.09 -0.10 -0.11 0.1154
C 7.34166 -0.24906 -0.79238 0.28 0.33 0.20 -0.5954
C 8.59663 -0.47049 0.04503 0.00 -0.21 -0.27 -0.8216
C 8.70855 -1.93687 0.44511 -0.04 0.17 0.23 -0.6968
C 7.42792 -2.34856 1.16167 -0.01 -0.18 -0.27 -0.7424
C 6.21734 -2.05967 0.27962 0.01 -0.08 0.31 -0.6503
C 0.37149 1.86507 -0.38097 0.34 0.01 -0.12 -0.3029
C -0.97827 2.00258 -0.10988 -0.07 -0.08 0.20 -0.6494
C -3.72918 -0.06420 -0.30500 -0.08 -0.27 0.09 -0.8610
C -4.60592 -0.98909 0.55307 0.25 -0.11 -0.26 -0.8071
H -9.29708 0.01289 -2.29639 -0.04 0.08 -0.06 0.2876
H -10.17895 -1.51772 -2.42972 -0.11 -0.04 -0.08 0.3825
H -8.41061 -1.51125 -2.47021 0.03 -0.04 -0.07 0.3087
H -10.13265 -0.75600 -0.05234 0.11 -0.08 -0.03 0.3121
H -9.19460 -2.26792 -0.25728 -0.08 0.19 0.02 0.3314
H -7.10594 1.21246 0.96339 0.12 0.02 0.09 0.4383
H -5.74516 0.94950 2.07700 -0.06 0.03 -0.02 0.2256
H -5.19747 2.80712 0.50628 -0.01 0.02 -0.03 0.4441
H -5.55144 1.75101 -0.87508 -0.09 0.04 0.04 0.4127
H -3.20519 2.67448 1.55162 -0.08 -0.09 0.07 0.4336
H -3.29954 1.01667 2.17249 0.04 0.09 0.02 0.2681
H -1.14422 0.30050 2.79340 -0.06 -0.05 0.09 0.3324
H 1.26619 0.06470 2.32333 0.08 -0.08 0.09 0.4157
H 3.02501 2.61377 -0.81560 0.01 -0.14 -0.02 0.4975
H 2.76876 1.08394 -1.70487 0.00 0.06 0.06 0.4298
H 5.05237 1.63517 0.26761 -0.07 -0.09 -0.04 0.3638
H 5.13029 1.54857 -2.54351 0.04 0.01 0.06 0.4136
H 4.88969 -0.63628 -1.75106 -0.06 0.01 0.03 0.2141
H 4.10835 -0.75100 -0.15200 0.02 -0.04 -0.09 0.5820
H 7.25081 0.80786 -1.04411 0.03 -0.13 -0.08 0.4870
H 7.42262 -0.82543 -1.73518 -0.04 0.04 -0.01 0.3093
H 9.47339 -0.15868 -0.52525 0.02 0.06 0.02 0.3621
H 8.53140 0.14593 0.94255 0.03 0.09 0.02 0.3205
H 9.57370 -2.09151 1.09254 0.04 -0.06 -0.05 0.3081
H 8.84178 -2.55189 -0.44872 0.05 -0.04 -0.03 0.3334
H 7.45052 -3.41065 1.41273 -0.02 -0.01 0.06 0.3662
H 7.33032 -1.77636 2.08519 -0.04 -0.02 0.08 0.3108
H 5.30175 -2.32657 0.81403 0.00 -0.02 -0.08 0.4158
H 6.27311 -2.68095 -0.63509 -0.04 0.01 0.02 0.3180
H 0.77427 2.30811 -1.27811 0.07 0.03 -0.07 0.4116
H -1.61220 2.54011 -0.79806 -0.07 0.05 -0.10 0.3920
H -2.68972 -0.39375 -0.26679 -0.03 -0.05 -0.07 0.4076
H -4.07397 -0.11486 -1.34249 0.03 -0.10 0.00 0.3550
H -4.63317 -1.99442 0.13254 0.06 0.09 0.11 0.4551
H -4.21923 -1.04040 1.57696 -0.01 -0.04 -0.02 0.2784
```
Positions in Å, forces in eV/Å.

Total charge   0
SMILES   CCOC(=O)N1CCN(Cc2ccc(OC[C@H](O)CN3CCCCC3)cc2)CC1
LUMO energy   0.748 eV
Highest occupied orbital energy   -8.19 eV
DFT total energy   -1324.5403 a.u.